Below is a cluster of 2 separate species, C12H26N in total, with properties calculated with ωB97M-V/def2-TZVPD.

Results
Net charge: +1
HOMO-LUMO gap (alpha / beta) (eV): 4.9285 / 4.9291
LUMO (alpha / beta) (eV): -6.08 / -6.08
HOMO (alpha / beta) (Ha): -0.4046 / -0.4046

XYZ file:
```
39
C12H26N | the OMol25 dataset | ωB97M-V/def2-TZVPD
C -2.14 0.45 -0.12
C -2.05 -0.96 0.05
C -1.38 1.06 -1.08
C -1.76 -1.69 -1.20
C -2.55 2.37 1.52
C -2.62 -3.08 1.24
C 3.13 0.49 -1.95
C 3.34 1.99 0.13
C 4.47 -0.37 -0.02
C -3.15 1.28 0.61
C -2.45 -1.60 1.31
C 3.21 0.53 -0.39
N 2.07 -0.15 0.04
H 1.30 0.28 0.58
H -1.43 2.09 -1.17
H -0.84 0.54 -1.78
H -1.09 -1.24 -1.96
H -2.73 -1.84 -1.77
H -1.38 -2.77 -0.92
H -3.20 3.05 1.74
H -1.66 2.78 1.05
H -2.25 1.84 2.45
H -3.49 -3.43 0.66
H -2.83 -3.43 2.19
H -1.71 -3.59 0.97
H 2.32 1.09 -2.19
H 4.06 0.77 -2.41
H 2.97 -0.53 -2.40
H 2.77 2.71 -0.48
H 4.39 2.15 0.09
H 3.16 2.04 1.15
H 4.46 -1.41 -0.48
H 5.43 0.19 -0.49
H 4.49 -0.37 1.01
H -3.74 1.75 -0.22
H -4.07 0.76 1.07
H -1.58 -1.45 1.96
H -3.47 -1.18 1.51
H 1.98 -1.08 -0.32
```

Atom-resolved charges from Löwdin, all expressed in e:
1 C -0.24
2 C -0.10
3 C 0.23
4 C 0.00
5 C -0.04
6 C -0.10
7 C -0.07
8 C -0.01
9 C -0.05
10 C -0.20
11 C -0.16
12 C -0.68
13 N 0.03
14 H 0.09
15 H 0.09
16 H 0.05
17 H 0.10
18 H 0.15
19 H 0.13
20 H 0.01
21 H 0.08
22 H 0.10
23 H 0.11
24 H 0.07
25 H 0.08
26 H 0.04
27 H 0.07
28 H 0.09
29 H 0.09
30 H 0.07
31 H 0.06
32 H 0.09
33 H 0.13
34 H 0.03
35 H 0.14
36 H 0.14
37 H 0.17
38 H 0.15
39 H 0.07



Below is a structure of composition C23H40IrNO2P3, with properties calculated with ωB97M-V/def2-TZVPD.

Results
Energy above the lowest of the compared OMol25 structures with the same formula, charge and spin (eV): 3.6653
Multiplicity: 6
Net charge: +4
HOMO-LUMO gap (alpha / beta) (eV): 6.2233 / 5.1666
LUMO (alpha / beta) (eV): -11.83 / -15.96
HOMO (alpha / beta) (Ha): -0.6635 / -0.7763

XYZ file:
```
70
C23H40IrNO2P3 | the OMol25 dataset | ωB97M-V/def2-TZVPD
P 2.71 -0.69 -0.01
C 3.45 -0.96 1.66
H 4.55 -1.00 1.56
H 3.15 -1.93 2.11
H 3.23 -0.16 2.39
C 3.39 -2.22 -0.72
H 3.40 -2.21 -1.82
H 2.84 -3.13 -0.40
H 4.44 -2.34 -0.38
C 3.85 0.63 -0.50
H 4.88 0.22 -0.48
H 3.82 1.48 0.21
H 3.65 1.03 -1.50
P -0.74 2.64 -0.46
C -0.80 3.73 1.01
H -1.32 4.67 0.73
H 0.21 4.02 1.36
H -1.35 3.29 1.86
C 0.19 3.82 -1.50
H 0.12 3.62 -2.58
H 1.27 3.86 -1.23
H -0.21 4.84 -1.33
C -2.48 2.88 -0.95
H -2.66 3.96 -1.13
H -3.17 2.58 -0.14
H -2.78 2.34 -1.86
P -1.96 -1.98 0.00
C -2.79 -2.28 1.62
H -3.36 -3.23 1.56
H -3.51 -1.49 1.87
H -2.10 -2.39 2.47
C -3.49 -1.95 -0.97
H -4.17 -2.74 -0.59
H -3.33 -2.13 -2.04
H -4.03 -0.99 -0.86
C -1.32 -3.69 -0.17
H -2.18 -4.39 -0.18
H -0.68 -3.99 0.68
H -0.74 -3.87 -1.09
Ir -0.06 0.22 0.27
C 1.08 1.26 1.23
O 1.67 1.94 2.00
C -1.57 0.56 1.22
O -2.42 0.90 1.97
C -1.29 -0.33 -3.38
C -0.65 -1.56 -3.28
C 0.76 -1.61 -3.17
C 1.51 -0.44 -3.34
C 0.85 0.81 -3.44
C -0.54 0.86 -3.55
H -2.39 -0.27 -3.47
H -1.20 -2.50 -3.43
H 1.25 -2.58 -3.09
H 2.59 -0.48 -3.54
H 1.46 1.72 -3.57
H -1.05 1.76 -3.91
N 0.34 -1.32 1.96
C 0.26 -0.84 3.32
C 1.39 -0.94 4.13
C 1.31 -0.61 5.48
C 0.11 -0.24 6.07
C -1.03 -0.23 5.28
C -0.96 -0.56 3.93
H 1.22 -1.80 1.67
H -0.35 -2.07 1.77
H 2.36 -1.29 3.79
H 2.21 -0.67 6.09
H 0.06 0.01 7.13
H -2.00 0.00 5.73
H -1.93 -0.62 3.43
```

Atom-resolved charges from Löwdin, all expressed in e:
1 P 0.79
2 C -0.26
3 H 0.09
4 H 0.06
5 H 0.05
6 C -0.25
7 H 0.04
8 H 0.07
9 H 0.08
10 C -0.23
11 H 0.09
12 H 0.07
13 H 0.05
14 P 0.79
15 C -0.23
16 H 0.09
17 H 0.07
18 H 0.06
19 C -0.22
20 H 0.05
21 H 0.07
22 H 0.09
23 C -0.22
24 H 0.09
25 H 0.07
26 H 0.05
27 P 0.79
28 C -0.24
29 H 0.09
30 H 0.07
31 H 0.04
32 C -0.23
33 H 0.09
34 H 0.05
35 H 0.07
36 C -0.24
37 H 0.09
38 H 0.06
39 H 0.04
40 Ir 0.97
41 C -0.50
42 O 0.12
43 C -0.52
44 O 0.10
45 C -0.01
46 C -0.03
47 C 0.03
48 C -0.01
49 C -0.02
50 C 0.01
51 H 0.14
52 H 0.14
53 H 0.15
54 H 0.15
55 H 0.14
56 H 0.16
57 N -0.01
58 C -0.22
59 C 0.05
60 C 0.10
61 C 0.07
62 C 0.05
63 C 0.07
64 H 0.07
65 H 0.04
66 H 0.11
67 H 0.17
68 H 0.16
69 H 0.16
70 H 0.10



Below is a structure of composition C25H50InN4O6S3Si, with properties calculated with ωB97M-V/def2-TZVPD.

Results
Energy above the lowest of the compared OMol25 structures with the same formula, charge and spin (eV): 0.0000
Net charge: +1
HOMO-LUMO gap (eV): 7.6425
LUMO (eV): -3.10
HOMO (Ha): -0.3949

XYZ file:
```
90
C25H50InN4O6S3Si | the OMol25 dataset | ωB97M-V/def2-TZVPD
In 0.34 1.07 -0.38
N -0.80 5.23 0.84
C -0.36 3.96 0.79
S -1.45 2.82 0.11
N 0.82 3.72 1.31
N 1.33 2.52 1.18
C 2.33 2.13 1.88
C 2.86 0.80 1.71
C 3.95 0.34 2.46
C 4.42 -0.94 2.26
C 3.80 -1.74 1.30
C 2.70 -1.22 0.62
N 2.26 0.01 0.82
H -1.77 5.41 0.64
H -0.28 5.92 1.35
H 2.79 2.80 2.61
H 4.40 0.99 3.19
H 5.25 -1.33 2.83
H 4.15 -2.74 1.10
H 2.17 -1.80 -0.12
C -2.51 -1.15 3.26
C -1.37 -0.21 2.88
C -1.79 1.24 3.10
C -0.12 -0.55 3.70
O -1.03 -0.34 1.48
Si -1.12 -1.71 0.58
S -0.21 -1.10 -1.27
O -0.21 -2.79 1.34
C -0.03 -4.20 1.16
C 0.00 -4.55 -0.33
C -1.17 -4.93 1.85
C 1.32 -4.53 1.80
O -2.58 -2.30 0.29
C -3.65 -1.99 -0.61
C -4.90 -2.64 0.00
C -3.84 -0.49 -0.72
C -3.35 -2.60 -1.98
H -2.78 -1.01 4.30
H -2.22 -2.18 3.10
H -3.38 -0.94 2.64
H -2.10 1.38 4.13
H -2.62 1.48 2.44
H -0.96 1.91 2.89
H -0.36 -0.56 4.76
H 0.66 0.20 3.52
H 0.25 -1.52 3.40
H -0.95 -4.31 -0.79
H 0.21 -5.62 -0.44
H 0.78 -3.98 -0.84
H -2.12 -4.59 1.44
H -1.16 -4.72 2.92
H -1.07 -6.00 1.71
H 2.11 -4.02 1.26
H 1.50 -5.60 1.77
H 1.34 -4.20 2.83
H -5.13 -2.19 0.96
H -4.72 -3.70 0.15
H -5.75 -2.52 -0.66
H -3.96 -0.05 0.27
H -4.74 -0.27 -1.29
H -2.99 -0.02 -1.21
H -3.20 -3.67 -1.89
H -2.45 -2.16 -2.40
H -4.18 -2.41 -2.65
C -1.33 0.89 -3.94
O -1.17 1.76 -2.84
C -1.29 3.12 -3.17
C 0.06 3.79 -3.42
O 0.76 3.85 -2.18
C 1.60 4.98 -2.05
H -2.34 1.00 -4.37
H -1.20 -0.11 -3.56
H -0.59 1.08 -4.72
H -1.75 3.62 -2.31
H -1.94 3.25 -4.04
H -0.11 4.80 -3.80
H 0.66 3.22 -4.15
H 1.02 5.90 -2.11
H 2.37 4.99 -2.83
H 2.07 4.90 -1.08
C 3.93 1.21 -3.76
S 3.14 2.22 -2.45
C 4.62 2.32 -1.36
O 2.25 1.27 -1.73
H 4.58 0.44 -3.34
H 4.50 1.87 -4.41
H 3.14 0.74 -4.33
H 5.12 1.36 -1.30
H 4.27 2.61 -0.37
H 5.29 3.08 -1.75
```

Atom-resolved charges from Löwdin, all expressed in e:
1 In 0.53
2 N 0.11
3 C -0.82
4 S 0.79
5 N 0.00
6 N -0.08
7 C -0.06
8 C -0.28
9 C 0.00
10 C -0.03
11 C -0.03
12 C -0.12
13 N 0.06
14 H 0.10
15 H 0.11
16 H 0.14
17 H 0.12
18 H 0.12
19 H 0.11
20 H 0.08
21 C -0.01
22 C -0.61
23 C -0.04
24 C 0.00
25 O -0.22
26 Si -0.10
27 S 0.52
28 O -0.13
29 C -0.62
30 C -0.03
31 C -0.01
32 C -0.01
33 O -0.13
34 C -0.63
35 C -0.02
36 C -0.02
37 C -0.03
38 H 0.10
39 H 0.08
40 H 0.08
41 H 0.10
42 H 0.07
43 H 0.06
44 H 0.10
45 H 0.08
46 H 0.08
47 H 0.07
48 H 0.10
49 H 0.07
50 H 0.08
51 H 0.09
52 H 0.09
53 H 0.06
54 H 0.09
55 H 0.09
56 H 0.08
57 H 0.09
58 H 0.09
59 H 0.09
60 H 0.10
61 H 0.06
62 H 0.09
63 H 0.04
64 H 0.09
65 C -0.10
66 O -0.29
67 C -0.22
68 C -0.18
69 O -0.30
70 C -0.13
71 H 0.10
72 H 0.03
73 H 0.10
74 H 0.08
75 H 0.13
76 H 0.13
77 H 0.13
78 H 0.10
79 H 0.08
80 H 0.08
81 C -0.20
82 S 0.92
83 C -0.19
84 O -0.59
85 H 0.06
86 H 0.06
87 H 0.06
88 H 0.06
89 H 0.04
90 H 0.06



Below is a cluster of 2 separate species, CH5IOSi in total, with properties calculated with ωB97M-V/def2-TZVPD.

Results
Energy above the lowest of the compared OMol25 structures with the same formula, charge and spin (eV): 1.6296
Net charge: 0
HOMO-LUMO gap (eV): 9.7288
LUMO (eV): 0.40
HOMO (Ha): -0.3429

XYZ file:
```
9
CH5IOSi | the OMol25 dataset | ωB97M-V/def2-TZVPD
C -1.03 0.38 -0.95
O 0.14 -1.24 1.19
Si 0.48 0.01 0.18
I 2.63 -0.45 -0.89
H -1.70 -0.51 -0.84
H -1.41 1.32 -0.42
H -0.65 0.36 -1.93
H 0.32 -1.14 2.07
H 1.22 1.27 1.58
```

Atom-resolved charges from Löwdin, all expressed in e:
1 C -0.22
2 O -0.26
3 Si 0.02
4 I 0.38
5 H 0.05
6 H 0.06
7 H -0.02
8 H -0.02
9 H 0.01



| no. | largest force on an atom (eV/Å) |
| --- | --- |
| 1 | 6.9 |
| 2 | 8.6 |
| 3 | 1.9 |
| 4 | 4.2 |